C5H14NO2 | wB97M-V/def2-TZVPD

Summary:
Energy (eV): -10987.1531
LUMO level (eV): -4.52
Total charge: +1
Frontier orbital gap (eV): 9.6
HOMO energy (eV): -14.08

Bonds (Å) are listed after each position.
Element x y z (Å)
1 C -2.190 -2.714 -1.181  C2 1.528, H7 1.078, H8 1.150, H9 1.088
2 C -0.858 -2.335 -1.827  C1 1.528, C3 1.575, H10 1.092, H11 1.132
3 C -0.021 -1.012 -1.650  C2 1.575, C4 1.430, H12 1.100
4 C 0.606 -0.421 -0.508  C3 1.430, N5 1.422, H13 1.082
5 N 1.586 0.608 -0.468  C4 1.422, C6 1.238, H14 1.042
6 C 1.314 1.812 -0.564  N5 1.238, H15 1.189, H16 1.126
7 H -1.846 -3.303 -0.347  C1 1.078
8 H -2.769 -3.248 -2.020  C1 1.150
9 H -2.715 -1.789 -0.949  C1 1.088
10 H -0.863 -2.288 -2.918  C2 1.092
11 H -0.137 -3.168 -1.571  C2 1.132
12 H 0.434 -0.444 -2.474  C3 1.100
13 H 0.472 -0.962 0.420  C4 1.082
14 H 2.542 0.334 -0.158  N5 1.042
15 H 0.355 2.303 -1.067  C6 1.189
16 H 2.042 2.661 -0.431  C6 1.126
17 H 0.581 3.256 2.641  O19 0.892
18 H -0.280 2.313 2.117  O19 0.999
19 O 0.161 3.172 1.858  H17 0.892, H18 0.999
20 H -0.514 0.080 3.815  O22 0.959
21 H -0.268 -0.313 2.349  O22 0.893
22 O -0.316 0.370 2.923  H20 0.959, H21 0.893